A molecular structure, C30H37N12OSV. Source: the OMol25 dataset; level of theory: ωB97M-V/def2-TZVPD.

As for the expectation value of S²: 3.763. As for the multiplicity: 4. As for the charge: +3. As for the energy relative to the best compared isomer or geometry (same formula, charge and spin): 37.4 kJ/mol.

Last column: Mulliken charge in e.
Cartesian coordinates (Å):
V1 0.13 -0.75 0.73  0.107
N1 3.84 1.69 0.32  0.111
C1 2.64 1.19 0.07  -0.632
N2 2.21 0.02 0.48  -0.198
C2 3.09 -0.75 1.27  0.596
N3 2.72 -1.92 1.70  -1.250
N4 1.46 -2.22 1.25  1.143
C3 1.07 -3.43 1.25  -0.804
C4 -0.17 -3.67 0.49  1.094
C5 -0.74 -4.92 0.36  -1.080
C6 -1.82 -5.08 -0.50  -0.390
C7 -2.28 -3.98 -1.20  -0.922
C8 -1.66 -2.76 -1.01  -0.600
N5 -0.63 -2.59 -0.18  0.349
C9 4.41 -0.25 1.58  0.568
C10 5.33 -0.96 2.36  -0.278
C11 6.57 -0.43 2.62  -0.828
C12 6.93 0.82 2.11  -0.426
C13 6.04 1.54 1.34  -0.951
C14 4.79 1.00 1.08  0.161
H1 4.08 2.60 -0.05  0.290
H2 1.97 1.82 -0.51  0.582
H3 1.66 -4.24 1.67  0.474
H4 -0.33 -5.76 0.91  0.491
H5 -2.28 -6.05 -0.62  0.474
H6 -3.11 -4.07 -1.89  0.474
H7 -2.00 -1.87 -1.54  0.948
H8 5.04 -1.93 2.75  0.510
H9 7.28 -0.99 3.22  0.450
H10 7.91 1.23 2.31  0.432
H11 6.31 2.51 0.94  0.410
C15 0.71 0.54 -5.75  -0.722
C16 0.61 0.12 -4.26  -0.405
N6 -0.74 0.35 -3.74  0.070
C17 -1.10 1.76 -3.94  -0.521
C18 -1.17 2.11 -5.44  -0.862
N7 -0.67 0.91 -6.20  -0.080
C19 -1.60 -0.25 -5.99  -0.863
C20 -1.69 -0.50 -4.47  -0.570
H12 1.07 -0.25 -6.39  0.335
H13 1.34 1.42 -5.89  0.354
H14 1.32 0.68 -3.67  0.293
H15 0.84 -0.94 -4.15  0.426
H16 -0.37 2.38 -3.43  0.525
H17 -2.06 1.96 -3.46  0.452
H18 -0.53 2.95 -5.72  0.341
H19 -2.18 2.31 -5.79  0.340
H20 -0.64 1.13 -7.20  0.326
H21 -1.20 -1.10 -6.55  0.354
H22 -2.56 0.02 -6.43  0.333
H23 -1.46 -1.55 -4.25  0.432
H24 -2.69 -0.29 -4.11  0.499
N8 -3.86 4.34 0.02  -0.368
C21 -2.94 3.43 -0.30  0.329
O1 -2.84 2.92 -1.41  -0.589
C22 -1.97 3.01 0.78  0.270
C23 -1.68 3.70 1.95  -0.340
C24 -0.73 3.19 2.82  -1.240
C25 -0.09 2.00 2.50  -0.430
N9 -0.36 1.33 1.37  0.320
C26 -1.28 1.83 0.55  -0.009
H25 -4.51 4.64 -0.69  0.260
H26 -3.99 4.70 0.95  0.157
H27 -2.17 4.64 2.18  0.402
H28 -0.47 3.71 3.73  0.495
H29 0.65 1.57 3.16  0.548
H30 -1.48 1.29 -0.38  0.452
C27 -1.33 -0.36 6.79  -1.149
C28 -0.76 -1.41 5.83  -0.433
C29 -1.33 -1.32 4.45  0.321
N10 -0.64 -1.21 3.38  -0.576
N11 -1.42 -1.15 2.23  0.520
C30 -2.70 -1.21 2.48  0.223
N12 -3.66 -1.13 1.53  -0.373
S1 -3.05 -1.35 4.16  -0.147
H31 -0.84 -0.44 7.76  0.364
H32 -2.40 -0.50 6.95  0.381
H33 -1.16 0.65 6.41  0.301
H34 -0.96 -2.41 6.22  0.309
H35 0.32 -1.31 5.73  0.262
H36 -3.39 -1.35 0.58  0.113
H37 -4.61 -1.33 1.77  0.270